The following is a DFT calculation (the ωB97M-V functional and the def2-TZVPD basis) of C8H14ClFNOSn as an isolated structure.

Geometry as XYZ:
```
27
Properties=species:S:1:pos:R:3:forces:R:3:nbo_charge:R:1
N 0.73354 -4.18609 -0.56685 -0.6 1.4 -0.5 -0.830
C -0.65373 -3.63163 -0.30197 -1.1 1.0 -0.9 -0.214
C -0.61846 -2.30247 0.71197 0.9 0.0 -1.8 -0.445
C -0.20277 -1.02926 -0.28980 0.2 -0.1 0.8 -0.434
C 0.26151 0.31822 0.58506 -0.4 -2.0 0.2 -0.462
C -0.82580 1.53961 0.47705 1.5 0.4 -2.1 -0.362
C -0.22601 3.03691 0.76538 1.8 -2.6 -0.3 0.009
Cl 0.45462 2.96741 2.52765 -1.0 -0.1 -1.6 -0.081
C 1.08675 3.39034 -0.15027 0.3 1.3 -0.5 -0.603
C 0.74467 3.63391 -1.74825 -5.4 0.6 -3.3 0.862
O -0.47857 3.69905 -2.28329 9.0 -0.6 3.9 -0.520
F 1.94175 3.84352 -2.63854 -3.6 -0.7 3.1 -0.354
H 1.40636 -3.45268 -0.23854 -0.6 -1.1 -0.6 0.348
H 0.84601 -4.28243 -1.61969 0.0 0.2 1.9 0.375
H -1.42566 -4.44835 0.05037 1.8 1.6 -0.5 0.216
H -1.03310 -3.19467 -1.34456 0.3 -1.0 2.3 0.179
H 0.25352 -2.44023 1.48462 -1.9 0.2 -1.2 0.224
H -1.66639 -2.12494 1.20537 1.9 -0.4 -0.7 0.187
H -1.09166 -0.76537 -1.01054 1.8 -0.6 1.3 0.219
H 0.72900 -1.38232 -0.92047 -2.0 0.7 1.2 0.243
H 1.34050 0.57278 0.21064 -2.2 0.2 0.9 0.271
H 0.36531 -0.07373 1.70195 0.0 1.0 -2.0 0.205
H -1.63764 1.33847 1.32850 2.5 3.6 -3.4 -0.155
H -1.41845 1.43658 -0.54262 1.3 0.6 2.1 0.286
H 1.98959 2.64011 -0.02867 -1.9 1.3 -0.4 0.259
H 1.49645 4.43835 0.24869 -0.9 -2.2 -0.9 0.304
Sn -2.37133 0.45890 2.38681 -1.7 -2.7 3.2 1.272
```
Positions in Å, forces in eV/Å.

Values from the calculation:
* F_max: 9.83 eV/A
* charge: +1
* highest occupied orbital energy: -11.20 eV